No. 1
The following is a DFT calculation (wB97M-V/def2-TZVPD) of C36H40As2Br2N3O5ReSi as an isolated structure.

```
! RIJCOSX wB97M-V def2-TZVPD def2/J DEFGRID3
* xyz 1 4
Re 0.1666 -0.0831 0.1429
C -0.6098 -1.6138 3.6450
As 0.6660 -0.5540 2.6539
C 1.1811 0.7170 4.0347
C 2.2439 -1.6844 2.5574
C 2.4824 -2.6511 3.5287
C 3.6109 -3.4534 3.4508
C 4.5065 -3.2929 2.4058
C 4.2767 -2.3303 1.4349
C 3.1486 -1.5245 1.5063
As 2.7500 -0.1815 0.1757
C 3.7480 1.3494 0.8478
C 3.7438 -0.5739 -1.4270
H -0.7861 -2.5531 3.1304
H -1.5479 -1.0662 3.7148
H -0.2250 -1.7941 4.6503
H 1.5905 0.1451 4.8687
H 0.3088 1.2759 4.3741
H 1.9346 1.4118 3.6730
H 1.7892 -2.7946 4.3487
H 3.7867 -4.2079 4.2047
H 5.3819 -3.9227 2.3418
H 4.9743 -2.2253 0.6128
H 4.8117 1.1104 0.8134
H 3.4702 1.5552 1.8794
H 3.5567 2.2274 0.2318
H 4.8042 -0.6719 -1.1886
H 3.6079 0.2710 -2.1056
H 3.3520 -1.4784 -1.8808
C 0.5969 3.0731 1.6873
C 0.2375 3.1288 0.2445
C -0.0321 4.3815 -0.3441
C -0.3729 4.4763 -1.6580
C -0.4346 3.3084 -2.4443
C -0.7813 3.2610 -3.8188
Br -1.2455 4.8474 -4.7270
C -0.7930 2.0732 -4.4975
C -0.4588 0.8714 -3.8483
Br -0.4294 -0.7316 -4.8227
C -0.1320 0.8625 -2.5070
O 0.2251 -0.2182 -1.8440
C -0.1273 2.0956 -1.8062
N 0.1818 2.0113 -0.4658
H 0.2916 3.9868 2.1911
H 1.6761 2.9655 1.8014
H 0.0994 2.2351 2.1735
H 0.0110 5.2612 0.2798
H -0.6057 5.4334 -2.1033
H -1.0533 2.0461 -5.5455
C -4.5392 -0.3263 -0.9653
Si -2.9822 -1.1695 -0.3675
C -3.4314 -2.2357 1.1189
C -2.2918 -2.1853 -1.7824
N -1.8307 0.0939 0.1791
C -2.4104 1.2699 0.7167
C -2.4181 1.5051 2.0888
C -2.9539 2.6756 2.6078
C -3.5048 3.6254 1.7608
C -3.5339 3.3829 0.3917
C -2.9961 2.2190 -0.1263
H -5.2468 -1.1183 -1.2172
H -4.3777 0.2614 -1.8678
H -5.0104 0.3094 -0.2180
H -2.9654 -3.2160 1.0619
H -4.5085 -2.3839 1.1782
H -3.1195 -1.7655 2.0497
H -2.4519 -3.2435 -1.5754
H -1.2356 -2.0326 -1.9872
H -2.8292 -1.9453 -2.7010
H -2.0087 0.7517 2.7556
H -2.9487 2.8387 3.6766
H -3.9272 4.5350 2.1621
H -3.9839 4.1048 -0.2772
H -3.0310 2.0277 -1.1901
O 1.6257 -2.6120 -0.9795
C 0.6710 -2.9411 -0.3071
O -0.0536 -2.0785 0.3828
C 0.2284 -4.3617 -0.2000
C -0.5618 -4.8012 0.8550
C -0.9341 -6.1311 0.9396
C -0.5135 -6.9876 -0.0605
C 0.2665 -6.5800 -1.1270
C 0.6497 -5.2511 -1.1837
N -0.9167 -8.4076 0.0170
O -1.4926 -8.7629 1.0210
O -0.5935 -9.1236 -0.9022
H -0.8858 -4.1012 1.6077
H -1.5354 -6.5088 1.7518
H 0.5579 -7.2930 -1.8831
H 1.2696 -4.8899 -1.9911
*
```

Results
highest occupied orbital energy (alpha / beta) = -10.31 / -10.62 eV
<S²> = 3.771

Results of the Mulliken charge analysis, in e, for atoms 1 through 5: Re 0.57; C -1.35; As 1.43; C -1.36; C 0.48

***

No. 2
The following is a DFT calculation (wB97M-V/def2-TZVPD) of one molecule with the formula C6H8N2O3 in a non-equilibrium geometry.

```
! RIJCOSX wB97M-V def2-TZVPD def2/J DEFGRID3
* xyz 0 1
N 1.8182 -1.9675 -0.0059
C 1.2045 -0.9178 -0.5696
C -0.1830 -0.8061 -0.4805
C -0.9090 0.3747 -1.0055
C -1.9419 0.9355 -0.0533
C -1.4754 1.8322 0.8497
C -0.1619 2.3561 0.7503
O 0.4952 2.9305 1.7878
N 0.5969 2.1017 -0.3143
O 1.8461 2.3531 -0.3219
O 0.0092 1.3610 -1.2545
H 1.3658 -2.8321 0.0093
H 2.7624 -2.0287 -0.2306
H 1.7421 -0.1566 -1.1509
H -0.8200 -1.6037 -0.0193
H -1.3371 0.1919 -2.0527
H -2.9456 0.6554 -0.0063
H -2.1136 2.2955 1.5421
H 1.3269 2.9977 1.3355
*
```

Results
highest occupied orbital energy (alpha / beta) = -7.97 / -7.97 eV
SMILES = N/C=C/[C@H]1C=CC(O)=[N+]([O-])O1

Results of the Mulliken charge analysis, in e, for atoms 1 through 5: N -0.44; C -0.08; C -0.63; C 0.17; C -0.52